Entry 1:
C17H25N5Zn as an isolated structure in a non-equilibrium geometry. Source: OMol25; level of theory: ωB97M-V with the def2-TZVPD basis set.

M = 364.812 Da
Net charge = +2
Maximum force = 1.26 eV/A
Frontier orbital gap = 7.1 eV
Lowest unoccupied orbital energy = -7.9 eV
E_HOMO = -15.0 eV

Last column: Mulliken charge in e.
Element x y z (Å)
Zn (0.4354, 0.1808, -0.1599)  0.11
C (-4.9328, -1.8632, 1.6073)  -0.51
C (-4.4891, -0.6634, 1.0680)  -0.79
C (-3.1377, -0.4265, 0.9200)  0.11
C (-2.2013, -1.3922, 1.2974)  0.21
C (-2.6607, -2.5981, 1.8640)  -0.44
C (-4.0101, -2.8217, 2.0175)  -0.65
N (-0.8216, -1.1409, 1.1339)  0.46
N (-0.0824, -1.9110, 1.7791)  -0.27
C (1.2942, -1.8530, 1.6682)  0.45
C (2.0013, -2.6717, 2.5415)  -0.26
C (3.3832, -2.7094, 2.4534)  -0.40
C (4.0008, -1.9331, 1.4857)  -1.07
C (3.2231, -1.1420, 0.6558)  -0.21
N (1.8933, -1.0888, 0.7400)  -0.01
H (-5.9930, -2.0430, 1.7224)  0.42
H (-5.2036, 0.0936, 0.7749)  0.42
H (-2.8053, 0.5331, 0.5639)  0.11
H (-1.9462, -3.3461, 2.1673)  0.45
H (-4.3487, -3.7489, 2.4585)  0.41
H (1.4448, -3.2551, 3.2608)  0.48
H (3.9641, -3.3424, 3.1100)  0.45
H (5.0743, -1.9404, 1.3622)  0.44
H (3.6953, -0.5520, -0.1150)  0.45
C (2.7276, 0.9342, -2.0980)  -1.09
N (1.9199, 1.6022, -1.0523)  0.85
C (2.8378, 2.2480, -0.0868)  -1.19
C (1.1043, 2.6578, -1.6843)  -0.78
C (-0.1007, 2.0760, -2.3952)  -0.97
N (-0.9331, 1.2790, -1.4669)  1.19
C (-1.7943, 0.3701, -2.2629)  -1.24
C (-1.7438, 2.2089, -0.6326)  -1.31
H (3.3916, 1.6613, -2.5741)  0.43
H (2.0917, 0.4945, -2.8644)  0.31
H (3.3394, 0.1440, -1.6712)  0.24
H (3.4672, 2.9770, -0.6052)  0.37
H (3.4865, 1.5142, 0.3843)  0.34
H (2.2770, 2.7670, 0.6892)  0.39
H (1.7016, 3.2144, -2.4128)  0.39
H (0.7952, 3.3589, -0.9091)  0.51
H (0.2202, 1.4360, -3.2158)  0.46
H (-0.6887, 2.8895, -2.8292)  0.34
H (-2.5757, 0.9356, -2.7762)  0.42
H (-2.2579, -0.3904, -1.6438)  0.31
H (-1.1939, -0.1387, -3.0157)  0.34
H (-2.7120, 2.4005, -1.0984)  0.40
H (-1.2372, 3.1657, -0.5311)  0.42
H (-1.9002, 1.8296, 0.3756)  0.50

---

Entry 2:
C35H30HfN6O6Te as an isolated structure in a non-equilibrium geometry. Source: OMol25; level of theory: ωB97M-V with the def2-TZVPD basis set.

M = 936.751 Da
Maximum force = 1.01 eV/A
Relative energy (zero: lowest compared OMol25 entry of this formula, charge and spin) = 4.975 eV
Frontier orbital gap = 6.8 eV
Lowest unoccupied orbital energy = -0.6 eV
E_HOMO = -7.4 eV

Last column: Mulliken charge in e.
Element x y z (Å)
Hf (0.0264, 0.0542, -0.2571)  2.97
O (1.1220, 3.5313, 2.1979)  -0.67
C (0.6024, 2.5073, 1.8233)  -0.41
N (0.4946, 2.1590, 0.4634)  -0.23
C (0.3385, 3.2107, -0.3984)  -0.22
O (-0.0366, 4.3406, -0.1700)  -0.64
C (0.6179, 2.8281, -1.8248)  0.96
C (0.9329, 3.8135, -2.7437)  -0.90
C (1.2065, 3.4448, -4.0474)  -0.32
C (1.1351, 2.1023, -4.3841)  -1.00
C (0.8009, 1.1846, -3.4083)  -0.16
N (0.5380, 1.5310, -2.1411)  -0.01
C (0.0770, 1.5353, 2.8249)  0.66
C (0.0525, 1.8813, 4.1310)  -0.71
C (-0.7413, 1.1088, 5.0501)  -0.54
C (-1.1169, -0.1319, 4.7085)  -0.68
C (-0.5774, -0.6913, 3.4463)  -1.73
N (-0.4780, 0.3218, 2.4098)  1.27
H (0.9576, 4.8383, -2.4031)  0.56
H (1.4749, 4.1873, -4.7875)  0.45
H (1.3458, 1.7587, -5.3869)  0.48
H (0.7533, 0.1360, -3.6503)  0.30
H (0.5317, 2.8021, 4.4278)  0.60
H (-1.0448, 1.5495, 5.9912)  0.48
H (-1.7486, -0.7463, 5.3374)  0.63
H (-1.1480, -1.5281, 3.0564)  0.99
O (1.5558, -2.7066, -3.3272)  -0.69
C (0.8743, -1.9678, -2.6474)  0.51
O (1.2581, -1.1499, -1.7284)  -0.88
C (-0.6234, -1.8897, -2.8898)  0.05
C (-1.2603, -2.2149, -4.0777)  -0.99
C (-2.5524, -1.7541, -4.3026)  -0.58
C (-3.2234, -1.0596, -3.2927)  0.47
C (-4.4099, -0.1977, -3.4487)  -0.82
C (-4.8324, 0.6611, -2.5100)  -1.17
C (-4.3102, 0.6878, -1.0991)  0.01
C (-3.0442, -0.1446, -0.9841)  0.40
C (-2.5604, -0.9816, -2.0850)  -0.30
N (-1.2801, -1.2836, -1.9041)  0.07
H (-0.6905, -2.7288, -4.8397)  0.54
H (-3.0103, -1.8768, -5.2773)  0.45
H (-4.8960, -0.2044, -4.4181)  0.41
H (-5.6613, 1.3179, -2.7506)  0.43
H (-5.1122, 0.4363, -0.4048)  0.54
H (-2.9092, -0.6298, -0.0201)  0.49
N (-2.1655, 1.0713, -1.0508)  -0.54
C (-3.3724, 1.8497, -0.5700)  0.01
C (-3.3339, 1.9171, 0.9145)  -1.82
C (-2.4723, 1.2557, 1.7045)  -0.15
N (-1.4587, 0.3618, 1.3925)  0.36
H (-2.0779, 1.3007, -2.0414)  0.68
H (-3.4741, 2.8274, -1.0427)  0.65
H (-4.0718, 2.5476, 1.3933)  0.45
H (-2.5655, 1.4423, 2.7729)  0.20
O (1.8251, -0.5654, 0.8448)  -0.64
C (1.3784, -1.7574, 0.9263)  -0.13
O (0.1397, -1.9524, 0.7017)  -0.62
H (2.0515, -2.6037, 1.0530)  0.47
C (-1.8517, -5.7454, 7.6900)  -1.50
C (-1.0951, -4.7630, 6.8381)  0.73
C (-0.4928, -3.6443, 7.3916)  -0.80
C (0.2337, -2.7360, 6.6230)  1.11
C (0.8275, -1.5474, 7.3440)  -1.88
C (0.3597, -2.9564, 5.2481)  -0.49
Te (1.3915, -1.5659, 3.9764)  0.23
C (-0.2371, -4.0894, 4.6700)  1.17
C (-0.1075, -4.3836, 3.1933)  -1.11
C (-0.9558, -4.9661, 5.4684)  -1.03
H (-2.2149, -5.2763, 8.6040)  0.38
H (-1.2070, -6.5792, 7.9766)  0.30
H (-2.7041, -6.1584, 7.1504)  0.37
H (-0.5890, -3.4613, 8.4575)  0.40
H (1.4698, -1.8848, 8.1593)  0.51
H (0.0349, -0.9386, 7.7858)  0.34
H (1.4091, -0.9148, 6.6803)  0.27
H (-0.4899, -3.5696, 2.5744)  0.01
H (-0.6468, -5.2946, 2.9337)  0.39
H (0.9406, -4.5174, 2.9219)  0.26
H (-1.4170, -5.8347, 5.0096)  0.33